{"formula": "C9H14", "method": "the ωB97M-V functional and the def2-TZVPD basis", "lumo_ev": 0.984, "e_tot_ha": -351.28284, "smiles": "Cc1ccccc1.CC", "max_force_ev_per_a": 2.4, "e_homo_ev": -8.84, "gap_ev": 9.83, "molar_mass_g_mol": 122.211, "elements": ["C", "C", "H", "H", "H", "H", "H", "H", "C", "C", "C", "C", "C", "C", "C", "H", "H", "H", "H", "H", "H", "H", "H"], "coordinates": [[-3.306848, -2.433380, 0.689904], [-2.185990, -2.793839, 1.664081], [-3.778842, -1.487755, 0.994093], [-2.904452, -2.142053, -0.272533], [-4.094605, -3.177691, 0.620961], [-1.525666, -3.626096, 1.584115], [-2.607245, -2.816097, 2.687139], [-1.497388, -2.001341, 1.838996], [0.535452, 1.199734, 1.908579], [1.056861, 2.177184, -0.445235], [0.619714, 1.153220, 0.365889], [1.725234, 1.865787, -1.653657], [1.702280, 0.569260, -2.116825], [0.339081, -0.082371, -0.196086], [0.881230, -0.364844, -1.425571], [1.043798, 3.213562, -0.115723], [2.420287, 2.586208, -2.037847], [0.781957, 2.143798, 2.362723], [1.334951, 0.568419, 2.272666], [2.287900, 0.106895, -2.920057], [-0.343083, -0.821205, 0.175551], [0.862958, -1.334619, -1.910806], [-0.382095, 0.749412, 2.296254]], "atomic_forces_ev_per_a": [[0.555, 0.690, 0.088], [-1.074, 0.876, 1.925], [0.022, -0.345, 0.377], [0.001, -0.545, -0.534], [0.140, -0.151, -0.212], [-0.149, -1.124, -0.787], [-0.095, -0.572, -0.331], [0.610, 1.180, -0.514], [-0.119, -0.132, -0.956], [1.122, 0.029, -0.192], [-1.080, 0.280, 1.885], [-0.073, -0.370, 0.538], [-0.568, -1.210, 0.649], [0.212, -0.480, -1.690], [1.172, 0.465, -1.286], [0.317, -0.240, 0.281], [-0.185, 0.468, -0.577], [-0.464, 0.676, -0.045], [0.275, -0.433, -0.050], [-0.121, 0.941, 0.061], [0.137, -0.204, 1.027], [-0.577, -0.160, 0.381], [-0.058, 0.363, -0.037]], "lowdin_charge": [-0.1547, -0.1711, 0.0683, 0.0507, 0.0600, 0.0532, 0.0705, 0.0212, -0.0351, -0.0500, -0.2694, -0.0894, -0.1001, -0.0691, -0.0908, 0.1092, 0.0940, 0.0645, 0.0745, 0.1018, 0.0911, 0.0980, 0.0729]}

---

{"formula": "C9H14", "method": "the ωB97M-V functional and the def2-TZVPD basis", "lumo_ev": [0.901, -1.419], "e_tot_ha": -351.02923, "max_force_ev_per_a": 4.9, "multiplicity": 3, "s_squared": 2.0072, "e_homo_ev": [-7.66, -9.43], "gap_ev": [8.56, 8.01], "molar_mass_g_mol": 122.211, "elements": ["C", "C", "C", "C", "C", "C", "C", "C", "C", "H", "H", "H", "H", "H", "H", "H", "H", "H", "H", "H", "H", "H", "H"], "coordinates": [[-1.325180, -0.184080, 0.148968], [-2.885679, -0.251251, 0.531822], [-2.401918, 0.054219, -0.842651], [-0.609168, -1.513671, 0.316022], [0.646310, -0.797405, 0.562738], [0.160414, 0.591597, 0.190804], [1.964291, -1.324969, -0.048761], [0.212857, 1.674768, 1.215344], [0.565575, 1.128317, -1.107861], [-2.307793, 0.962741, -1.273168], [-2.573528, -0.825442, -1.484980], [-1.058035, -2.215005, 1.039260], [-0.474338, -2.036189, -0.566808], [0.877059, -0.762805, 1.598588], [1.869766, -1.477534, -1.080648], [2.058522, -2.308488, 0.573651], [2.827929, -0.676667, 0.060373], [-0.701921, 1.731525, 1.800553], [0.247905, 2.652240, 0.724192], [0.965707, 1.556438, 1.894721], [1.639515, 1.491025, -1.067374], [-0.113104, 2.079985, -1.326404], [0.414822, 0.450646, -1.858383]], "atomic_forces_ev_per_a": [[0.268, -1.261, 1.393], [2.979, 2.480, -1.173], [-2.199, -4.286, 0.923], [-1.205, 0.085, 0.692], [3.596, 0.795, 0.961], [-3.367, -0.890, 1.146], [-1.005, -1.434, 2.535], [-2.225, 1.160, -0.754], [-0.124, 4.059, 0.210], [-0.507, 3.032, -1.476], [0.325, 0.631, -0.556], [0.504, 0.467, -0.020], [-0.309, -1.212, -2.259], [-0.009, 0.073, 1.289], [-0.210, -0.761, -1.575], [0.610, 1.440, -1.649], [0.038, 0.077, 0.560], [-0.170, -0.273, 0.129], [0.404, -0.047, 0.189], [2.366, -0.134, 1.683], [-1.160, -0.457, -0.170], [1.498, -1.862, 0.189], [-0.098, -1.684, -2.268]], "lowdin_charge": [-0.2915, 0.1867, -0.1689, -0.1090, -0.3550, -0.4396, -0.0398, -0.0289, -0.0542, 0.0556, 0.1127, 0.1334, 0.0978, 0.1257, 0.0458, 0.1217, 0.0727, 0.0906, 0.0845, 0.0517, 0.1208, 0.1341, 0.0530]}

---

{"formula": "C9H14", "method": "the ωB97M-V functional and the def2-TZVPD basis", "lumo_ev": [-4.382, -8.238], "e_tot_ha": -350.96779, "max_force_ev_per_a": 3.1, "multiplicity": 2, "charge": 1, "s_squared": 0.7675, "e_homo_ev": [-14.00, -14.00], "gap_ev": [9.62, 5.76], "molar_mass_g_mol": 122.211, "elements": ["C", "C", "C", "C", "C", "C", "C", "H", "H", "H", "H", "H", "H", "H", "H", "C", "C", "H", "H", "H", "H", "H", "H"], "coordinates": [[1.303778, -0.386125, 1.695688], [0.540483, 1.946966, 1.907448], [0.260529, 0.653362, 1.389142], [-0.338604, 2.966169, 1.712898], [-0.956785, 0.362358, 0.718490], [-1.523010, 2.695602, 1.001786], [-1.752910, 1.410195, 0.403549], [1.490377, 2.110784, 2.443908], [-0.219704, 3.992912, 2.045463], [0.958726, -1.401229, 1.830491], [2.140336, -0.380815, 2.391228], [-0.997418, -0.620650, 0.188544], [-2.303348, 3.417237, 0.871408], [-2.744303, 1.352778, -0.099723], [1.845345, -0.577328, 0.747294], [-0.321958, -2.388987, -2.849129], [0.944708, -1.929443, -2.080408], [-0.572597, -1.835873, -3.734949], [-0.344604, -3.482644, -2.807277], [-1.194308, -2.232884, -2.173081], [1.644262, -2.779908, -2.057080], [0.758996, -1.848366, -1.013923], [1.382017, -1.044117, -2.531773]], "atomic_forces_ev_per_a": [[0.097, -1.253, -1.626], [0.661, 1.042, 0.275], [1.581, -1.084, 2.048], [-0.552, 0.594, -0.161], [1.107, -0.907, -1.995], [0.376, -1.007, -0.350], [-2.004, 0.563, 0.636], [-0.649, -0.152, -0.321], [0.393, -0.294, 0.257], [-1.059, -0.244, 0.032], [-0.386, 1.534, 0.500], [-0.492, 0.786, 0.863], [-0.078, 0.534, 0.031], [1.137, -0.484, 0.025], [-0.116, 0.363, -0.247], [-0.880, -0.195, 2.927], [-0.076, -1.256, -0.467], [0.324, -0.434, -0.709], [0.153, 0.169, -1.292], [0.247, 0.418, -0.382], [0.257, 0.589, -0.552], [-0.288, 0.684, 0.184], [0.248, 0.035, 0.326]], "lowdin_charge": [-0.0062, 0.0259, -0.1406, -0.0042, 0.0182, 0.0624, 0.0032, 0.1497, 0.1346, 0.0978, 0.1045, 0.1424, 0.1288, 0.1467, 0.1176, -0.1498, -0.1649, 0.0596, 0.0704, 0.0518, 0.0702, 0.0172, 0.0646]}

---

{"formula": "C9H14", "method": "the ωB97M-V functional and the def2-TZVPD basis", "lumo_ev": [-4.429, -8.434], "e_tot_ha": -350.91414, "max_force_ev_per_a": 5.4, "multiplicity": 2, "charge": 1, "s_squared": 0.7671, "e_homo_ev": [-13.94, -13.94], "gap_ev": [9.51, 5.50], "molar_mass_g_mol": 122.211, "elements": ["C", "C", "H", "H", "H", "H", "H", "H", "C", "C", "C", "C", "C", "C", "C", "H", "H", "H", "H", "H", "H", "H", "H"], "coordinates": [[2.406675, 0.019966, 2.242406], [2.269049, -1.262290, 1.467567], [3.533759, 0.145863, 2.342556], [2.128553, 0.892704, 1.621709], [2.064430, 0.061996, 3.215637], [1.182832, -1.430715, 1.300792], [2.877332, -2.058765, 1.961580], [2.574893, -1.439279, 0.330048], [-1.597549, -1.513777, 0.171271], [-0.219866, -0.020563, -1.190747], [-1.464109, -0.355385, -0.747513], [0.112559, 1.162566, -1.804554], [-2.487969, 0.598535, -0.855182], [-0.899837, 2.015689, -2.139475], [-2.157289, 1.717818, -1.484564], [0.710861, -0.697428, -0.898984], [1.138834, 1.282254, -1.970707], [-2.015600, -1.165312, 1.304279], [-0.656110, -1.996801, 0.093815], [-3.500341, 0.608042, -0.381674], [-0.984422, 2.989909, -2.655193], [-2.813834, 2.692351, -1.640475], [-2.202850, -2.247377, -0.282591]], "atomic_forces_ev_per_a": [[4.040, 1.247, -3.356], [-0.633, -1.779, -2.002], [-1.171, 0.217, 0.106], [-0.309, -0.243, 0.619], [-1.310, -0.266, 1.752], [0.449, -0.882, 0.921], [-1.284, 0.188, -0.193], [0.234, 1.520, 2.154], [-0.384, 1.801, 1.772], [5.323, -0.743, -0.309], [-2.788, -0.786, 2.663], [0.353, -0.976, -0.162], [-1.880, 0.312, 0.494], [-1.570, 0.730, 0.929], [-1.501, 4.560, -2.208], [-2.294, 1.254, -0.752], [1.225, 0.638, -0.662], [1.278, -1.193, -3.239], [1.018, -0.488, 1.191], [1.135, -0.799, -0.314], [1.185, -0.875, -0.071], [0.587, -2.624, 0.897], [-1.702, -0.814, -0.233]], "lowdin_charge": [-0.1708, -0.2020, 0.0927, 0.0646, 0.0396, 0.0246, 0.0813, 0.0982, 0.0109, 0.0210, -0.1997, -0.0108, -0.0115, 0.0664, -0.0235, 0.1650, 0.1162, 0.2093, 0.0520, 0.1613, 0.1490, 0.1759, 0.0902]}

---

Repeat the second record exactly.
{"formula": "C9H14", "method": "the ωB97M-V functional and the def2-TZVPD basis", "lumo_ev": [0.901, -1.419], "e_tot_ha": -351.02923, "max_force_ev_per_a": 4.9, "multiplicity": 3, "s_squared": 2.0072, "e_homo_ev": [-7.66, -9.43], "gap_ev": [8.56, 8.01], "molar_mass_g_mol": 122.211, "elements": ["C", "C", "C", "C", "C", "C", "C", "C", "C", "H", "H", "H", "H", "H", "H", "H", "H", "H", "H", "H", "H", "H", "H"], "coordinates": [[-1.325180, -0.184080, 0.148968], [-2.885679, -0.251251, 0.531822], [-2.401918, 0.054219, -0.842651], [-0.609168, -1.513671, 0.316022], [0.646310, -0.797405, 0.562738], [0.160414, 0.591597, 0.190804], [1.964291, -1.324969, -0.048761], [0.212857, 1.674768, 1.215344], [0.565575, 1.128317, -1.107861], [-2.307793, 0.962741, -1.273168], [-2.573528, -0.825442, -1.484980], [-1.058035, -2.215005, 1.039260], [-0.474338, -2.036189, -0.566808], [0.877059, -0.762805, 1.598588], [1.869766, -1.477534, -1.080648], [2.058522, -2.308488, 0.573651], [2.827929, -0.676667, 0.060373], [-0.701921, 1.731525, 1.800553], [0.247905, 2.652240, 0.724192], [0.965707, 1.556438, 1.894721], [1.639515, 1.491025, -1.067374], [-0.113104, 2.079985, -1.326404], [0.414822, 0.450646, -1.858383]], "atomic_forces_ev_per_a": [[0.268, -1.261, 1.393], [2.979, 2.480, -1.173], [-2.199, -4.286, 0.923], [-1.205, 0.085, 0.692], [3.596, 0.795, 0.961], [-3.367, -0.890, 1.146], [-1.005, -1.434, 2.535], [-2.225, 1.160, -0.754], [-0.124, 4.059, 0.210], [-0.507, 3.032, -1.476], [0.325, 0.631, -0.556], [0.504, 0.467, -0.020], [-0.309, -1.212, -2.259], [-0.009, 0.073, 1.289], [-0.210, -0.761, -1.575], [0.610, 1.440, -1.649], [0.038, 0.077, 0.560], [-0.170, -0.273, 0.129], [0.404, -0.047, 0.189], [2.366, -0.134, 1.683], [-1.160, -0.457, -0.170], [1.498, -1.862, 0.189], [-0.098, -1.684, -2.268]], "lowdin_charge": [-0.2915, 0.1867, -0.1689, -0.1090, -0.3550, -0.4396, -0.0398, -0.0289, -0.0542, 0.0556, 0.1127, 0.1334, 0.0978, 0.1257, 0.0458, 0.1217, 0.0727, 0.0906, 0.0845, 0.0517, 0.1208, 0.1341, 0.0530]}